No. 1
Here is one molecule with the formula C4H6ClF from the OMol25 dataset. Energies are from wB97M-V/def2-TZVPD.

The geometry in XYZ format:
```
12
Properties=species:S:1:pos:R:3:lowdin_charge:R:1
Cl -1.382 1.759 -0.896 0.672
F 0.289 -1.601 -0.325 -0.035
C -0.756 -0.094 1.284 -0.146
C 0.449 -0.288 -0.599 -0.386
C -0.922 0.263 -0.154 -0.835
C 1.762 0.094 -1.097 0.074
H -1.919 -0.365 1.717 0.142
H -0.482 1.069 1.627 0.117
H -1.496 -0.573 -0.360 0.068
H 0.260 -0.878 1.572 0.188
H 2.462 -0.668 -1.453 0.048
H 1.734 1.280 -1.315 0.094
```

Properties
Kohn-Sham gap in eV: 10.14
Energy relative to the best compared isomer or geometry (same formula, charge and spin) in kcal per mole: 91.56
Structure (SMILES): C=C(F)[C@@H](C)Cl
DFT total energy in eV: -19480.7716


No. 2
Here is C24H41AsN2O9PbSSe as an isolated structure from the OMol25 dataset. Energies are from wB97M-V/def2-TZVPD.

The geometry in XYZ format:
```
80
Properties=species:S:1:pos:R:3:lowdin_charge:R:1
Pb 2.062 -1.583 0.995 1.559
Se 0.863 -4.886 2.650 0.841
As 4.499 -3.692 1.097 0.987
S -3.476 4.614 -0.575 0.681
O -3.060 5.955 -0.777 -0.223
O -0.395 -2.394 1.144 -0.331
O 0.458 0.495 -0.051 -0.107
O -3.262 3.885 0.626 -0.234
O 1.394 -2.506 -1.119 -0.324
O 3.301 0.354 1.861 -0.299
O -0.559 0.179 -2.031 0.034
O 0.992 -0.674 3.190 -0.264
O 3.300 -0.483 -0.870 -0.267
N -2.511 3.746 -1.745 0.057
N 2.433 -3.829 4.925 0.122
C -7.053 3.050 -1.266 -0.001
C -0.886 -2.468 -0.212 -0.153
C -0.254 0.839 -1.040 -0.668
C 0.112 -3.160 -1.128 -0.125
C -5.496 5.144 -2.263 -0.021
C 3.500 0.903 -0.518 -0.158
C 2.570 -0.607 -2.111 -0.144
C -5.028 4.310 -1.238 -0.300
C -1.055 -1.379 1.927 -0.169
C 4.322 -5.303 0.025 -0.303
C -7.543 3.861 -2.297 -0.217
C 4.094 1.030 0.872 -0.133
C -8.899 3.617 -2.883 -0.019
C 1.145 0.741 2.982 -0.174
C -2.155 2.382 -1.608 -0.177
C -5.802 3.259 -0.729 -0.027
C 2.627 1.078 2.915 -0.121
C -6.748 4.906 -2.781 -0.001
C -0.732 2.320 -0.985 -0.028
C 6.131 -2.943 0.346 -0.308
C 5.198 -4.433 2.747 -0.308
C 1.808 -4.270 4.056 -0.800
C 2.001 -2.005 -2.319 -0.122
C -0.356 -1.166 3.262 -0.150
H 1.255 -1.927 -3.111 0.143
H 0.644 1.044 2.061 0.104
H 4.188 1.361 -1.234 0.150
H -1.070 -1.463 -0.586 0.100
H 5.091 0.589 0.909 0.139
H 2.731 2.153 2.756 0.141
H -1.074 -0.453 1.350 0.111
H 5.387 -3.633 3.461 0.031
H 5.266 -5.847 0.018 0.040
H 2.776 -2.713 -2.622 0.137
H -9.414 4.556 -3.082 0.096
H 6.884 -3.722 0.232 0.037
H 3.245 -0.387 -2.943 0.150
H 4.476 -5.120 3.183 0.011
H -0.304 -3.149 -2.137 0.146
H 3.545 -5.937 0.448 0.017
H -4.893 5.971 -2.613 0.126
H -7.133 5.547 -3.564 0.133
H 4.049 -5.042 -0.996 0.021
H -0.724 2.719 0.026 0.118
H -8.801 3.093 -3.836 0.104
H 5.924 -2.494 -0.624 0.019
H -0.040 2.902 -1.599 0.133
H 4.180 2.091 1.113 0.142
H -1.817 -3.042 -0.229 0.149
H -0.286 -2.106 3.811 0.120
H -2.027 4.325 -2.430 0.160
H -2.082 -1.693 2.136 0.148
H -2.874 1.881 -0.963 0.136
H 1.755 0.111 -2.110 0.098
H 6.126 -4.965 2.538 0.040
H 3.119 0.808 3.850 0.144
H -5.432 2.654 0.086 0.121
H -7.677 2.257 -0.875 0.128
H 6.515 -2.174 1.017 0.027
H -2.090 1.893 -2.584 0.148
H 0.715 1.285 3.829 0.147
H 0.278 -4.196 -0.828 0.134
H -0.968 -0.481 3.855 0.145
H -9.517 3.008 -2.226 0.088
H 2.534 1.409 -0.561 0.117
```

Properties
Kohn-Sham gap (alpha / beta) in eV: 4.05 / 5.49
Energy relative to the best compared isomer or geometry (same formula, charge and spin) in kcal per mole: 0.00
DFT total energy in eV: -189210.2016
Charge: +2